C18H16N8O3 | ωB97M-V/def2-TZVPD

CARTESIAN COORDINATES (ANGSTROEM)
1 O -5.80500 3.20099 0.83290
2 O 5.54790 -0.35214 -0.31242
3 O 5.90214 1.60974 0.28960
4 N -4.48642 2.23601 -2.41632
5 N -0.20967 -2.74407 0.63616
6 N 1.63780 0.42726 -1.44775
7 C -5.13489 2.83553 -0.13326
8 C -3.50384 2.20478 -1.57535
9 C 0.62359 -3.58483 0.99043
10 C -2.11621 1.99876 -2.14551
11 C 1.90064 -3.33629 0.50089
12 C -1.09824 2.84399 -0.12651
13 C -0.99682 2.33684 -1.47809
14 C 1.85088 -2.17365 -0.17186
15 C -2.38652 2.98139 0.47307
16 C 1.31097 1.63926 -1.52875
17 C 2.82035 0.02755 -0.91285
18 C 2.09663 2.64386 -0.97550
19 C 3.44921 2.44159 -0.65395
20 C 3.85640 1.01819 -0.58586
21 N -5.51342 2.60970 -1.49610
22 N 0.51187 -1.89641 -0.20174
23 N 0.15561 1.73927 -2.11054
24 N 2.83311 -1.32122 -0.71381
25 N 5.17315 0.74064 -0.13953
26 C -3.65135 2.44530 -0.11662
27 C -0.97800 -4.77243 2.74582
28 C 0.18995 -4.02583 3.42770
29 C 0.40930 -4.61460 2.07202
30 H -1.95808 1.59314 -3.14330
31 H 2.71041 -3.96084 0.72019
32 H -0.17259 3.21731 0.15317
33 H -2.47369 3.56368 1.37420
34 H 1.61130 3.59814 -1.05091
35 H 4.02794 3.29042 -0.44622
36 H -6.50069 2.72305 -1.69324
37 H 0.08632 -1.04325 -0.76894
38 H -0.04109 0.89818 -2.68143
39 H 3.72031 -1.54686 -0.69922
40 H -3.80662 1.49234 0.29075
41 H -1.80739 -4.09474 2.27615
42 H -1.24281 -5.78305 3.04190
43 H 0.12699 -2.97993 3.52836
44 H 0.38556 -4.54640 4.37801
45 H 0.94502 -5.58037 1.99426

Its SMILES is O=C1NN=C2C=C(Nc3ccc([N+](=O)[O-])c(Nc4cc(C5CC5)n[nH]4)n3)C=C[C@@H]12. Its spin multiplicity is 1. The value obtained for the largest force on an atom is 6.121 eV/A. The frontier orbital gap comes out at 7.61 eV. The value obtained for the LUMO energy is -0.803 eV.

C18H16NRuS | ωB97M-V/def2-TZVPD

CARTESIAN COORDINATES (ANGSTROEM)
1 Ru 1.01969 0.83027 -0.64477
2 C 1.32018 2.38104 1.07488
3 C 1.67561 3.00999 -0.14343
4 C 2.68197 2.47403 -0.94672
5 C 3.35032 1.28851 -0.54479
6 C 2.96102 0.64452 0.62749
7 C 1.93185 1.18230 1.44684
8 H 0.52678 2.79648 1.68175
9 H 1.16100 3.90053 -0.47705
10 H 2.93247 2.94653 -1.88543
11 H 4.10604 0.85529 -1.18372
12 H 3.41575 -0.29961 0.88827
13 H 1.61161 0.64713 2.32902
14 N -1.02455 1.44718 -0.52864
15 C -2.09401 0.47409 -0.62470
16 C -3.32631 0.81034 -1.15547
17 C -4.34347 -0.13106 -1.14832
18 C -4.12279 -1.38606 -0.60294
19 C -2.87933 -1.71386 -0.08763
20 C -1.84160 -0.78556 -0.10970
21 C -0.48073 -1.22080 0.29103
22 C -0.27860 -1.77831 1.56466
23 C 0.85367 -2.51034 1.83897
24 C 1.83546 -2.71111 0.85511
25 C 1.69135 -2.12880 -0.37666
26 C 0.53602 -1.36668 -0.69886
27 H -1.21295 2.20943 -1.17400
28 H -1.07674 1.84271 0.40518
29 H -3.49718 1.79986 -1.56213
30 H -5.31000 0.11885 -1.56365
31 H -4.91663 -2.12023 -0.59778
32 H -2.69562 -2.70774 0.29991
33 H -1.05594 -1.66780 2.30998
34 H 0.97871 -2.95871 2.81620
35 H 2.70317 -3.31815 1.07652
36 H 2.44173 -2.24392 -1.14885
37 S 0.42205 -0.61036 -2.30058

Its spin multiplicity is 1. The value obtained for the largest force on an atom is 4.278 eV/A. The net charge is +1. The frontier orbital gap comes out at 6.96 eV. The value obtained for the LUMO energy is -3.970 eV.

C18H17AuBr2N2O2 | ωB97M-V/def2-TZVPD

CARTESIAN COORDINATES (ANGSTROEM)
1 Au -0.04798 -0.25666 -1.30777
2 O -1.00173 -1.63794 0.55758
3 C -0.00843 -2.19533 1.40693
4 C 0.75334 -3.36225 0.76632
5 C 1.13421 -3.12263 -0.70199
6 C 2.22403 -2.12251 -0.92758
7 C 3.55584 -2.53433 -0.93848
8 C 4.55364 -1.64408 -1.28623
9 C 4.19848 -0.33842 -1.60814
10 C 2.87113 0.02268 -1.53150
11 N 1.91072 -0.84863 -1.19975
12 H -1.60467 -2.34753 0.29671
13 H -0.48163 -2.54705 2.33181
14 H 0.66162 -1.37061 1.65054
15 H 0.11647 -4.24761 0.79757
16 H 1.64043 -3.56544 1.36768
17 H 0.24558 -2.80783 -1.26056
18 H 1.47266 -4.07843 -1.10897
19 H 3.77766 -3.56586 -0.70563
20 H 5.58454 -1.96639 -1.33729
21 H 4.93397 0.38295 -1.91839
22 H 2.55425 1.02609 -1.77061
23 C 1.20262 1.62471 1.56545
24 C -0.21360 1.94746 1.26166
25 C -0.94621 2.79810 2.11830
26 C -2.23378 3.14899 1.80736
27 C -2.82636 2.64990 0.63282
28 C -4.13729 2.98829 0.17125
29 Br -5.20778 4.18847 1.14714
30 C -4.63537 2.46588 -1.01117
31 C -3.89568 1.55757 -1.75237
32 Br -4.55969 0.84102 -3.35206
33 C -2.59598 1.12720 -1.32634
34 O -1.95833 0.24180 -1.95394
35 C -2.05720 1.75186 -0.14100
36 N -0.79127 1.44594 0.18871
37 H 1.65467 2.41637 2.15758
38 H 1.77414 1.48357 0.64982
39 H 1.25770 0.71020 2.15846
40 H -0.46981 3.16723 3.01110
41 H -2.78988 3.80925 2.45550
42 H -5.61505 2.76398 -1.36052

Its spin multiplicity is 1. The value obtained for the largest force on an atom is 3.156 eV/A. The net charge is +2. The frontier orbital gap (spin up / spin down) comes out at 4.17 / 4.07 eV. The value obtained for the LUMO energy (spin up / spin down) is -10.324 / -10.376 eV.

C18H17AuClN2O4 | ωB97M-V/def2-TZVPD

CARTESIAN COORDINATES (ANGSTROEM)
1 Au -0.67235 0.06858 1.17661
2 C -2.15506 -3.74734 -0.39963
3 C -1.95753 -2.46036 0.06245
4 N -0.75717 -1.92162 0.24011
5 C 0.34109 -2.56395 -0.32888
6 C 0.20655 -3.92695 -0.80616
7 C -1.06861 -4.47797 -0.84117
8 C 1.35803 -4.60447 -1.30892
9 C 2.60862 -4.06721 -1.18697
10 C 2.80567 -2.74608 -0.73671
11 C 4.06584 -2.10226 -0.82975
12 C 4.16282 -0.72794 -0.63393
13 C 2.98796 -0.01970 -0.33324
14 N 1.76146 -0.59853 -0.19859
15 C 1.65705 -1.92817 -0.36751
16 H -3.17367 -4.11658 -0.47450
17 H -2.81041 -1.86083 0.35652
18 H -1.17013 -5.51627 -1.21157
19 H 1.23630 -5.59839 -1.80183
20 H 3.47647 -4.66188 -1.41082
21 H 4.94400 -2.73820 -0.98706
22 H 5.12096 -0.23166 -0.60955
23 H 2.98758 1.06975 -0.21580
24 O 0.36326 -1.11912 2.85087
25 Cl 1.60574 -0.88139 3.61721
26 O 1.52808 -1.80341 4.82755
27 O 2.79563 -1.32851 2.77969
28 O 1.82965 0.48740 4.01828
29 C -3.66328 4.09556 -0.92596
30 C -2.25569 4.15126 -0.31690
31 C -1.25798 4.70899 -1.32979
32 C -2.18413 4.85424 1.02492
33 C -1.83293 2.78058 0.01848
34 C -1.37666 1.68885 0.43151
35 H -4.15445 5.06315 -1.14061
36 H -4.32973 3.47772 -0.30869
37 H -3.55663 3.50269 -1.86671
38 H -1.56145 5.71869 -1.74666
39 H -1.19554 4.11287 -2.29445
40 H -0.22957 4.82289 -0.89429
41 H -2.41827 5.93335 0.93291
42 H -1.15431 4.75716 1.43392
43 H -2.90718 4.45509 1.73559

Its spin multiplicity is 3. The value obtained for the largest force on an atom is 5.856 eV/A. The net charge is +1. The frontier orbital gap (spin up / spin down) comes out at 6.88 / 3.56 eV. The value obtained for the LUMO energy (spin up / spin down) is -4.971 / -8.195 eV.

C18H17Cl2HfN3O2 | ωB97M-V/def2-TZVPD

CARTESIAN COORDINATES (ANGSTROEM)
1 Hf -0.08586 -0.45002 -0.43914
2 Cl 0.18477 4.45807 0.32567
3 C 1.50940 3.40184 0.09225
4 C 2.82838 3.92400 0.09861
5 C 3.89736 3.10158 -0.06779
6 Cl 5.48885 3.74997 -0.03966
7 C 3.70969 1.70244 -0.26661
8 C 4.73986 0.76267 -0.43834
9 C 4.44779 -0.57212 -0.61736
10 C 3.12242 -0.97133 -0.64719
11 N 2.10563 -0.11372 -0.50861
12 C 2.39653 1.22430 -0.28597
13 C 1.29580 2.07145 -0.08426
14 O 0.07509 1.46134 -0.07956
15 H 2.97162 4.98564 0.24612
16 H 5.76954 1.09801 -0.42286
17 H 5.22624 -1.31114 -0.74215
18 H 2.85646 -2.00816 -0.80588
19 C -5.12725 -0.38321 2.13301
20 N -4.14913 -0.28569 1.04524
21 C -2.84195 -0.27680 1.21732
22 N -2.34744 -0.38610 2.44980
23 O -2.06706 -0.19801 0.18722
24 H -6.11875 -0.32210 1.69844
25 H -5.01856 0.45189 2.82600
26 H -5.03432 -1.33388 2.65614
27 H -4.46915 -0.19619 0.09412
28 H -2.95757 -0.35927 3.25046
29 H -1.37169 -0.24286 2.63478
30 C -0.00293 -2.48902 0.39879
31 C -0.07680 -2.83900 -1.07036
32 C 0.90778 -3.60504 -1.69422
33 C 0.90444 -3.78996 -3.06818
34 C -0.05808 -3.18627 -3.87593
35 C -1.04344 -2.41109 -3.29776
36 C -1.05666 -2.22560 -1.90693
37 H 0.83784 -2.96937 0.88773
38 H -0.92009 -2.77039 0.91905
39 H 1.66513 -4.08495 -1.08537
40 H 1.66726 -4.41371 -3.51775
41 H -0.04344 -3.34161 -4.94648
42 H -1.82276 -1.96955 -3.90553
43 H -1.95255 -1.79036 -1.45766

Its spin multiplicity is 1. The value obtained for the largest force on an atom is 1.902 eV/A. The net charge is +2. The frontier orbital gap comes out at 6.68 eV. The value obtained for the LUMO energy is -7.465 eV.

C18H17Cl2N3O2 | ωB97M-V/def2-TZVPD

CARTESIAN COORDINATES (ANGSTROEM)
1 O -2.31217 0.50763 -1.71094
2 C -2.89640 -0.00778 -0.78175
3 N -2.38333 -1.04481 -0.03982
4 C -1.25738 -1.86282 -0.33035
5 O -1.40147 -3.06707 -0.28444
6 N -0.08968 -1.24972 -0.58698
7 C 0.19224 0.14938 -0.31870
8 H -0.47718 0.78227 -0.90641
9 C 1.62944 0.49692 -0.69635
10 N 2.56739 -0.34264 0.01085
11 C 3.83478 0.07636 0.32364
12 C 4.37622 1.24336 -0.23069
13 C 5.64602 1.65425 0.12459
14 C 6.42797 0.93774 1.01318
15 C 5.89753 -0.22222 1.55279
16 C 4.62758 -0.64919 1.22490
17 H 4.24109 -1.54249 1.68771
18 H 6.48546 -0.79862 2.25125
19 H 7.41738 1.27557 1.27279
20 Cl 6.27490 3.10488 -0.58320
21 H 3.82718 1.82577 -0.95121
22 C 2.16872 -1.72324 0.18763
23 H 1.79082 -1.89566 1.20626
24 C 1.07578 -2.08125 -0.81396
25 H 1.43834 -1.94020 -1.83686
26 H 0.77104 -3.12195 -0.68938
27 H 3.02860 -2.37955 0.02324
28 H 1.79878 1.53724 -0.41074
29 H 1.75081 0.41724 -1.78624
30 H 0.03258 0.35804 0.74715
31 H -3.07317 -1.58513 0.46970
32 C -4.24587 0.44599 -0.34503
33 C -5.05728 1.06403 -1.29396
34 C -6.31689 1.51820 -0.95766
35 C -6.76478 1.36859 0.34699
36 C -5.96044 0.77704 1.31101
37 C -4.70569 0.31434 0.96311
38 H -4.07800 -0.12174 1.72618
39 H -6.31686 0.68317 2.32470
40 Cl -8.33486 1.93298 0.78152
41 H -6.94809 1.98766 -1.69530
42 H -4.68113 1.17742 -2.29921

Its SMILES is O=C(NC(=O)N1CCN(c2cccc(Cl)c2)CC1)c1ccc(Cl)cc1. Its spin multiplicity is 1. The value obtained for the largest force on an atom is 0.639 eV/A. The frontier orbital gap comes out at 8.02 eV. The value obtained for the LUMO energy is 0.078 eV.

C18H17ClN2O2 | ωB97M-V/def2-TZVPD

CARTESIAN COORDINATES (ANGSTROEM)
1 O 3.20324 0.95639 -0.38496
2 C 2.97057 -0.08811 0.04848
3 N 1.79719 -0.89457 -0.08425
4 H 1.73862 -1.61341 0.52645
5 C 0.88796 -0.18062 -0.87242
6 C -0.36067 -0.85316 0.00263
7 O -0.23301 -1.60135 1.04536
8 N -1.58268 -0.59460 -0.67425
9 C -1.76929 0.29709 -1.74618
10 C -3.05504 1.29308 -1.50159
11 C -3.29518 2.03047 -2.38115
12 C -4.28329 2.93550 -2.37302
13 C -5.16890 3.08577 -1.35780
14 C -5.06516 1.86054 -0.26531
15 C -3.87091 1.07792 -0.53398
16 C -3.61902 0.02849 0.74494
17 C -2.82501 -0.94281 0.02488
18 H -2.51957 -1.80900 0.82061
19 H -3.52085 -1.67242 -0.89732
20 H -4.62987 -0.42666 1.10180
21 H -3.06148 0.40518 1.38158
22 H -5.64276 1.69767 0.71598
23 H -6.13708 3.47182 -1.07384
24 H -4.53468 3.79603 -2.85448
25 H -2.60029 2.15833 -3.47951
26 H -1.03463 0.98987 -1.83351
27 H -1.90960 -0.05619 -2.60600
28 H 0.76182 -0.75967 -1.80462
29 H 0.90115 0.77868 -0.51340
30 C 4.12862 -0.70809 1.01534
31 C 4.80033 -0.02511 1.78352
32 C 5.89392 -0.40070 2.54839
33 C 6.12661 -1.76436 2.63676
34 C 5.60221 -2.48259 1.71949
35 C 4.58396 -2.05457 0.92311
36 Cl 3.67955 -3.37745 -0.16801
37 H 5.81550 -3.65263 1.51428
38 H 6.88594 -2.11092 3.52768
39 H 6.33440 0.22661 3.36375
40 H 4.60740 0.97955 1.96055

Its spin multiplicity is 1. The value obtained for the largest force on an atom is 19.476 eV/A. The frontier orbital gap comes out at 9.74 eV. The value obtained for the LUMO energy is 0.596 eV.

C18H17ClN4O3S | ωB97M-V/def2-TZVPD

CARTESIAN COORDINATES (ANGSTROEM)
1 O -2.37208 2.43985 -0.52290
2 C -2.03791 1.31016 -0.24288
3 N -2.37327 0.22902 -0.96988
4 H -2.11597 -0.69268 -0.63847
5 C -3.24343 0.34101 -2.12178
6 C -4.70775 0.58211 -1.73472
7 H -4.74181 1.44517 -1.06882
8 H -5.27195 0.82576 -2.63567
9 C -5.37108 -0.62379 -1.06062
10 N -4.69869 -1.00699 0.15183
11 C -4.56446 -0.26759 1.27700
12 N -3.80700 -0.85362 2.16435
13 C -3.42928 -2.03294 1.60336
14 C -3.96676 -2.14376 0.35427
15 H -3.89649 -2.91716 -0.38256
16 H -2.79601 -2.71859 2.12828
17 H -5.02968 0.68840 1.41077
18 H -6.41363 -0.37624 -0.83164
19 H -5.36114 -1.48288 -1.73714
20 H -2.90408 1.19624 -2.71395
21 H -3.14344 -0.56954 -2.71516
22 C -1.20111 0.98959 1.00812
23 N 0.10863 0.43975 0.70568
24 C 0.27932 -0.84959 0.30179
25 O -0.58289 -1.66428 0.10525
26 S 2.01336 -1.18644 0.07154
27 C 2.45613 0.44289 0.53696
28 C 3.67090 1.02263 0.61985
29 C 4.98430 0.49934 0.35339
30 C 5.22916 -0.81413 -0.06389
31 C 6.51409 -1.25388 -0.30300
32 C 7.58337 -0.38495 -0.12919
33 C 7.36902 0.92359 0.28457
34 C 6.08225 1.35545 0.52200
35 H 5.91437 2.37234 0.84398
36 H 8.20641 1.59037 0.41703
37 Cl 9.18786 -0.93423 -0.42890
38 H 6.69284 -2.26790 -0.62402
39 H 4.40726 -1.49785 -0.20189
40 H 3.63618 2.05869 0.94209
41 C 1.24862 1.21547 0.87667
42 O 1.23105 2.35604 1.26403
43 H -1.75730 0.28901 1.63976
44 H -1.02790 1.92614 1.54446

Its SMILES is O=C(CN1C(=O)S/C(=C\c2ccc(Cl)cc2)C1=O)NCCCn1ccnc1. Its spin multiplicity is 1. The value obtained for the largest force on an atom is 1.094 eV/A. The frontier orbital gap comes out at 7.95 eV. The value obtained for the LUMO energy is -0.770 eV.